Entry 1:
Below is a structure of composition C22H42Cl3N2O3RhSSi, with properties calculated with ωB97M-V/def2-TZVPD.

Geometry as XYZ:
```
75
Properties=species:S:1:pos:R:3
C 2.505 -2.544 -6.223
C 2.092 -1.624 -7.326
H 1.766 -3.348 -6.120
H 2.536 -1.999 -5.270
H 3.483 -3.011 -6.419
C 2.054 -2.103 -8.591
C 2.178 -3.553 -8.947
H 1.984 -1.447 -9.462
H 1.452 -4.190 -8.398
H 3.191 -3.968 -8.752
H 1.967 -3.695 -10.025
Rh 0.316 1.015 -3.286
Cl 2.249 -0.171 -2.638
Cl 1.490 2.584 -4.510
C -0.273 3.716 -2.643
O -0.873 2.624 -2.398
N -0.921 4.838 -2.914
C -2.368 4.838 -3.110
C -0.146 6.053 -3.109
H 0.841 3.793 -2.658
H -2.867 4.369 -2.240
H -2.673 4.284 -4.021
H -2.681 5.884 -3.194
H 0.666 6.029 -2.366
H -0.802 6.920 -2.947
H 0.311 6.075 -4.118
H -0.057 -5.209 -1.175
H -1.975 -3.786 -3.641
C -1.153 -5.268 -1.137
C -2.609 -4.019 -2.756
N -1.787 -4.025 -1.559
H -1.451 -5.515 -0.117
C -1.707 -2.887 -0.828
O -2.413 -1.898 -0.990
H -3.374 -3.259 -2.659
H -0.928 -2.943 -0.049
H -1.486 -6.079 -1.781
H -3.060 -5.008 -2.878
O 1.028 -0.025 -5.776
C 1.827 -0.159 -6.964
C 0.367 0.308 -9.033
C 1.318 0.718 -8.085
H 0.028 -0.726 -9.049
C -0.063 1.200 -10.033
H 2.810 0.245 -6.651
C 1.904 1.981 -8.225
H -0.790 0.865 -10.774
C 0.504 2.467 -10.136
C 1.492 2.871 -9.217
H 2.723 2.211 -7.532
H 0.233 3.138 -10.952
H 1.988 3.851 -9.295
Si -0.713 0.042 -5.385
Cl -0.654 -2.002 -4.597
C -1.873 -0.778 -6.644
C -1.253 1.870 -6.088
C -1.916 0.516 -3.807
H -1.712 -0.440 -7.659
H -2.909 -0.608 -6.342
H -1.672 -1.863 -6.602
H -2.649 -0.216 -4.174
H -2.437 1.482 -3.770
H -1.637 0.175 -2.800
H -1.375 1.930 -7.175
H -0.520 2.645 -5.822
H -2.205 2.211 -5.659
C -1.321 0.959 0.200
S 0.265 0.809 -0.652
C 0.943 -0.524 0.328
H -2.100 0.749 -0.540
H -1.377 1.982 0.589
H -1.361 0.228 1.015
H 0.877 -0.230 1.381
H 0.374 -1.438 0.151
H 1.982 -0.634 0.003
```

For the total energy, the calculation gives -91903.4795 eV. The relative energy (zero: lowest compared OMol25 entry of this formula, charge and spin) is 78.49 kcal per mole. The calculation puts the HOMO-LUMO gap (spin up / spin down) at 0.3156 / 0.1819 Ha. The calculation puts the lowest unoccupied orbital energy (spin up / spin down) at 0.3 / -3.0 eV. The spin multiplicity is 5.

---

Entry 2:
Below is a structure of composition C4H6BrNS, with properties calculated with ωB97M-V/def2-TZVPD.

Geometry as XYZ:
```
13
Properties=species:S:1:pos:R:3
C 1.146 -0.870 1.016
C 2.060 -0.371 0.165
C -0.240 -0.435 0.689
C -1.361 0.825 -1.226
N -0.317 0.025 -0.634
S 1.296 0.651 -1.023
Br -1.069 0.744 2.250
H 1.356 -1.434 1.797
H 3.084 -0.471 0.107
H -1.047 -1.532 0.764
H -1.061 0.905 -2.187
H -2.245 0.216 -1.020
H -1.603 1.749 -0.700
```

For the total energy, the calculation gives -86610.5956 eV. The relative energy (zero: lowest compared OMol25 entry of this formula, charge and spin) is 56.21 kcal per mole. The calculation puts the HOMO-LUMO gap at 0.3134 Ha. The calculation puts the lowest unoccupied orbital energy at 0.4 eV. The spin multiplicity is 1.

---

Entry 3:
Below is the ion C5H13N5 with charge +2, with properties calculated with ωB97M-V/def2-TZVPD.

Geometry as XYZ:
```
23
Properties=species:S:1:pos:R:3
C -2.822 1.297 0.599
N -2.257 -0.003 0.132
N -3.298 -0.923 -0.169
C -1.033 -0.445 0.141
N -0.720 -1.556 -0.453
C 0.612 -2.070 -0.770
N 1.708 -1.399 -0.762
C 2.438 -0.353 -0.659
C 2.704 0.370 0.416
N 3.681 1.446 0.453
H -3.348 1.209 1.558
H -2.140 2.097 0.755
H -3.581 1.700 -0.145
H -3.636 -1.274 0.624
H -4.003 -0.442 -0.848
H -0.208 0.217 0.448
H -1.553 -2.169 -0.828
H 0.586 -3.053 -1.321
H 2.769 0.033 -1.663
H 2.324 -0.091 1.367
H 4.628 1.260 0.835
H 3.177 2.352 0.829
H 3.972 1.796 -0.539
```

For the total energy, the calculation gives -12826.7025 eV. The relative energy (zero: lowest compared OMol25 entry of this formula, charge and spin) is 59.82 kcal per mole. As for the SMILES: C/[N+](N)=C/N/C=N\C=C\[NH3+]. The calculation puts the HOMO-LUMO gap at 0.3293 Ha. The calculation puts the lowest unoccupied orbital energy at -7.5 eV. The spin multiplicity is 1. The charge is +2.

---

Entry 4:
Below is a cluster of 3 separate species, C6H13NO2 in total, with properties calculated with ωB97M-V/def2-TZVPD.

Geometry as XYZ:
```
22
Properties=species:S:1:pos:R:3
C -1.752 0.131 -1.850
C -1.012 0.966 -1.124
C -1.094 1.138 0.322
C -0.273 1.996 0.935
C -2.067 0.293 1.086
H -2.470 -0.540 -1.410
H -1.622 0.050 -2.917
H -0.285 1.598 -1.620
H 0.431 2.598 0.384
H -0.323 2.169 1.998
H -3.075 0.419 0.693
H -2.073 0.570 2.137
H -1.790 -0.758 0.998
C 3.232 -1.360 0.172
N 2.468 -0.355 0.318
O 1.778 -0.294 1.507
H 3.944 -1.296 -0.635
H 3.475 -2.032 0.991
H 1.044 0.327 1.338
O 0.479 -2.025 -0.746
H -0.041 -1.268 -1.040
H 1.026 -2.328 -1.538
```

For the total energy, the calculation gives -12014.6143 eV. The relative energy (zero: lowest compared OMol25 entry of this formula, charge and spin) is 94.80 kcal per mole. As for the SMILES: C=CC(=C)C.C=NO.O. The calculation puts the HOMO-LUMO gap at 0.3633 Ha. The calculation puts the lowest unoccupied orbital energy at 0.5 eV. The spin multiplicity is 1.

---

Q: What is the formula in the fourth record?
A: C6H13NO2

---

Please write out number 3 again, unchanged.
Below is the ion C5H13N5 with charge +2, with properties calculated with ωB97M-V/def2-TZVPD.

Geometry as XYZ:
```
23
Properties=species:S:1:pos:R:3
C -2.822 1.297 0.599
N -2.257 -0.003 0.132
N -3.298 -0.923 -0.169
C -1.033 -0.445 0.141
N -0.720 -1.556 -0.453
C 0.612 -2.070 -0.770
N 1.708 -1.399 -0.762
C 2.438 -0.353 -0.659
C 2.704 0.370 0.416
N 3.681 1.446 0.453
H -3.348 1.209 1.558
H -2.140 2.097 0.755
H -3.581 1.700 -0.145
H -3.636 -1.274 0.624
H -4.003 -0.442 -0.848
H -0.208 0.217 0.448
H -1.553 -2.169 -0.828
H 0.586 -3.053 -1.321
H 2.769 0.033 -1.663
H 2.324 -0.091 1.367
H 4.628 1.260 0.835
H 3.177 2.352 0.829
H 3.972 1.796 -0.539
```

For the total energy, the calculation gives -12826.7025 eV. The relative energy (zero: lowest compared OMol25 entry of this formula, charge and spin) is 59.82 kcal per mole. As for the SMILES: C/[N+](N)=C/N/C=N\C=C\[NH3+]. The calculation puts the HOMO-LUMO gap at 0.3293 Ha. The calculation puts the lowest unoccupied orbital energy at -7.5 eV. The spin multiplicity is 1. The charge is +2.

---

Q: Which value of relative energy (zero: lowest compared OMol25 entry of this formula, charge and spin) does entry 1 give?
A: 78.49 kcal per mole

---

Copy entry 1 word for word.
Below is a structure of composition C22H42Cl3N2O3RhSSi, with properties calculated with ωB97M-V/def2-TZVPD.

Geometry as XYZ:
```
75
Properties=species:S:1:pos:R:3
C 2.505 -2.544 -6.223
C 2.092 -1.624 -7.326
H 1.766 -3.348 -6.120
H 2.536 -1.999 -5.270
H 3.483 -3.011 -6.419
C 2.054 -2.103 -8.591
C 2.178 -3.553 -8.947
H 1.984 -1.447 -9.462
H 1.452 -4.190 -8.398
H 3.191 -3.968 -8.752
H 1.967 -3.695 -10.025
Rh 0.316 1.015 -3.286
Cl 2.249 -0.171 -2.638
Cl 1.490 2.584 -4.510
C -0.273 3.716 -2.643
O -0.873 2.624 -2.398
N -0.921 4.838 -2.914
C -2.368 4.838 -3.110
C -0.146 6.053 -3.109
H 0.841 3.793 -2.658
H -2.867 4.369 -2.240
H -2.673 4.284 -4.021
H -2.681 5.884 -3.194
H 0.666 6.029 -2.366
H -0.802 6.920 -2.947
H 0.311 6.075 -4.118
H -0.057 -5.209 -1.175
H -1.975 -3.786 -3.641
C -1.153 -5.268 -1.137
C -2.609 -4.019 -2.756
N -1.787 -4.025 -1.559
H -1.451 -5.515 -0.117
C -1.707 -2.887 -0.828
O -2.413 -1.898 -0.990
H -3.374 -3.259 -2.659
H -0.928 -2.943 -0.049
H -1.486 -6.079 -1.781
H -3.060 -5.008 -2.878
O 1.028 -0.025 -5.776
C 1.827 -0.159 -6.964
C 0.367 0.308 -9.033
C 1.318 0.718 -8.085
H 0.028 -0.726 -9.049
C -0.063 1.200 -10.033
H 2.810 0.245 -6.651
C 1.904 1.981 -8.225
H -0.790 0.865 -10.774
C 0.504 2.467 -10.136
C 1.492 2.871 -9.217
H 2.723 2.211 -7.532
H 0.233 3.138 -10.952
H 1.988 3.851 -9.295
Si -0.713 0.042 -5.385
Cl -0.654 -2.002 -4.597
C -1.873 -0.778 -6.644
C -1.253 1.870 -6.088
C -1.916 0.516 -3.807
H -1.712 -0.440 -7.659
H -2.909 -0.608 -6.342
H -1.672 -1.863 -6.602
H -2.649 -0.216 -4.174
H -2.437 1.482 -3.770
H -1.637 0.175 -2.800
H -1.375 1.930 -7.175
H -0.520 2.645 -5.822
H -2.205 2.211 -5.659
C -1.321 0.959 0.200
S 0.265 0.809 -0.652
C 0.943 -0.524 0.328
H -2.100 0.749 -0.540
H -1.377 1.982 0.589
H -1.361 0.228 1.015
H 0.877 -0.230 1.381
H 0.374 -1.438 0.151
H 1.982 -0.634 0.003
```

For the total energy, the calculation gives -91903.4795 eV. The relative energy (zero: lowest compared OMol25 entry of this formula, charge and spin) is 78.49 kcal per mole. The calculation puts the HOMO-LUMO gap (spin up / spin down) at 0.3156 / 0.1819 Ha. The calculation puts the lowest unoccupied orbital energy (spin up / spin down) at 0.3 / -3.0 eV. The spin multiplicity is 5.